{
  "formula": "C48H51CrN5P2SSe2",
  "method": "ωB97M-V/def2-TZVPD",
  "elements": ["Cr", "C", "C", "C", "C", "C", "C", "C", "C", "C", "C", "H", "H", "H", "H", "H", "H", "H", "H", "H", "H", "H", "H", "H", "H", "Se", "P", "C", "C", "C", "C", "C", "C", "C", "C", "C", "C", "C", "C", "C", "C", "N", "N", "N", "P", "Se", "C", "C", "C", "C", "C", "C", "C", "C", "C", "C", "C", "C", "H", "H", "H", "H", "H", "H", "H", "H", "H", "H", "H", "H", "H", "H", "H", "H", "H", "H", "H", "H", "C", "C", "N", "C", "C", "N", "C", "C", "H", "H", "H", "H", "H", "H", "H", "H", "H", "H", "H", "H", "S", "C", "C", "C", "C", "C", "C", "H", "H", "H", "H", "H"],
  "xyz": [[2.37775, -0.16309, 0.74995], [-2.44254, -5.54819, 0.68291], [-3.83266, -4.85161, 0.94946], [-3.94931, -3.48543, 0.26428], [-4.15578, -4.90002, 2.41833], [-4.77820, -6.11449, 2.85031], [-5.00380, -6.44154, 4.19552], [-4.56505, -5.58488, 5.19604], [-4.90226, -5.84999, 6.62054], [-3.93476, -4.38804, 4.78319], [-3.68852, -4.10555, 3.44232], [-2.31897, -5.77079, -0.40575], [-2.31647, -6.49513, 1.21323], [-1.54671, -4.96192, 1.01349], [-4.59246, -5.56541, 0.55830], [-3.00673, -2.94862, 0.44046], [-4.73741, -2.86851, 0.65154], [-4.14024, -3.54459, -0.85703], [-5.17912, -6.67717, 2.00268], [-5.45556, -7.42319, 4.51351], [-5.58026, -6.73645, 6.56610], [-5.43983, -4.97443, 7.06319], [-4.05606, -6.03842, 7.24796], [-3.46586, -3.83820, 5.59222], [-3.08147, -3.20502, 3.19706], [0.07327, 6.29595, 0.53599], [-0.83324, 4.67165, -0.50246], [-0.84878, 4.94604, -2.27861], [0.30410, 5.52103, -2.86393], [0.23938, 5.74017, -4.24079], [-0.88178, 5.49374, -5.03927], [-1.97763, 4.87628, -4.43831], [-1.98436, 4.58947, -3.04075], [-2.55891, 4.52108, -0.07176], [-3.44741, 5.31370, -0.72459], [-4.74433, 5.41023, -0.29643], [-5.22496, 4.86782, 0.89568], [-4.30907, 3.99626, 1.56726], [-3.03119, 3.80888, 1.06143], [0.11350, 3.25772, 0.05792], [0.67133, 2.08939, -0.48410], [1.63434, 1.59671, 0.40544], [1.61674, 2.54401, 1.47677], [0.78729, 3.48410, 1.24413], [0.59818, 1.28310, -2.05441], [0.52934, -0.69414, -0.87210], [-1.09413, 1.18925, -2.72876], [-2.18836, 0.74196, -1.95225], [-3.38178, 0.33965, -2.51562], [-3.61208, 0.52649, -3.87654], [-2.55684, 0.97565, -4.68522], [-1.31072, 1.41562, -4.12000], [2.06611, 1.57945, -2.97546], [2.37195, 1.00144, -4.22558], [3.36151, 1.47629, -5.03294], [4.11106, 2.60882, -4.64434], [3.88167, 3.16193, -3.41210], [2.95901, 2.57266, -2.55715], [1.10058, 5.87307, -2.19662], [1.19024, 6.00330, -4.81081], [-0.95316, 5.84289, -6.12560], [-2.89367, 4.52435, -4.98788], [-2.84194, 4.03789, -2.70311], [-3.09953, 5.80668, -1.61341], [-5.44154, 6.01335, -0.95857], [-6.16242, 5.23472, 1.35777], [-4.60834, 3.52466, 2.48078], [-2.37733, 3.03882, 1.49849], [-2.02896, 0.55996, -0.91665], [-4.16521, -0.17745, -1.93044], [-4.62445, 0.47566, -4.33939], [-2.72901, 1.04398, -5.80821], [-0.52939, 1.75556, -4.79654], [1.74580, 0.22506, -4.58100], [3.69481, 1.00034, -5.99197], [4.98575, 2.86941, -5.25920], [4.34180, 4.07004, -3.09734], [2.94459, 2.81871, -1.47815], [3.10761, -2.87736, -0.52229], [4.10194, -4.02875, -0.99838], [5.47340, -3.65747, -0.80278], [5.70117, -2.40741, -1.53283], [4.68624, -1.27198, -1.21272], [3.91187, -1.62658, 0.01788], [4.97828, -1.89269, 1.06133], [5.71618, -3.24164, 0.64464], [2.24557, -3.11128, 0.09033], [2.69030, -2.35852, -1.40297], [3.89651, -4.37218, -1.99087], [3.81101, -4.96285, -0.49520], [5.70587, -2.64047, -2.59884], [6.78658, -2.09233, -1.36306], [4.01117, -1.06774, -2.12643], [5.22364, -0.36969, -1.09101], [4.48188, -2.10957, 2.00083], [5.61520, -1.00230, 1.15394], [5.32121, -3.92886, 1.40197], [6.77855, -3.16681, 0.90584], [1.72446, -1.05220, 2.81627], [2.69056, -0.11466, 3.87403], [2.38598, -0.03536, 5.28272], [3.04905, 0.82929, 6.12903], [4.15564, 1.60333, 5.61704], [4.54024, 1.47362, 4.27867], [3.77389, 0.65825, 3.36507], [1.61614, -0.56373, 5.73582], [2.62159, 1.09714, 7.10021], [4.68257, 2.35001, 6.21472], [5.37572, 2.02998, 3.88094], [4.05041, 0.64810, 2.26304]],
  "homo_ev": [-9.345, -9.357],
  "largest_force_ev_per_a": 4.05,
  "s2": 4.055,
  "mol_weight_g_mol": 1001.90,
  "lumo_ha": [-0.17825, -0.13480],
  "e_tot_ha": -9061.29893,
  "total_charge": 1,
  "multiplicity": 4,
  "orbital_gap_ev": [4.49, 5.69]
}

---

{
  "formula": "C48H51FeN4O2Si",
  "method": "ωB97M-V/def2-TZVPD",
  "elements": ["Fe", "O", "C", "C", "C", "C", "C", "C", "C", "C", "C", "O", "C", "C", "C", "C", "C", "C", "C", "C", "C", "C", "C", "C", "N", "C", "C", "C", "C", "C", "C", "C", "C", "C", "C", "C", "C", "H", "H", "H", "H", "H", "H", "H", "H", "H", "H", "H", "H", "H", "H", "H", "H", "H", "H", "H", "H", "H", "H", "H", "H", "H", "H", "H", "C", "C", "N", "C", "N", "C", "C", "C", "N", "C", "H", "H", "H", "H", "H", "H", "H", "H", "H", "H", "H", "H", "H", "C", "Si", "C", "C", "C", "C", "C", "C", "C", "H", "H", "H", "H", "H", "H", "H", "H", "H", "H", "H"],
  "xyz": [[-0.23369, -0.72120, 0.15216], [0.79154, -1.52312, -1.40616], [2.14888, -1.59056, -1.58785], [2.94127, -1.18480, -0.29657], [2.69059, 0.16625, 0.31658], [3.61830, 1.16223, 0.32318], [3.35988, 2.41214, 0.97094], [2.09908, 2.54273, 1.62088], [1.19373, 1.52151, 1.59085], [-0.12670, 1.57329, 2.32975], [-1.29270, 2.24718, 1.58996], [-1.49939, 1.47234, 0.40474], [-1.00343, 3.74622, 1.39481], [-0.55378, 4.47621, 2.49225], [-0.34344, 5.84406, 2.41678], [-0.59480, 6.52757, 1.23726], [-1.07113, 5.82175, 0.14871], [-1.27788, 4.44724, 0.23573], [-2.60380, 2.16006, 2.39714], [-2.66367, 1.72550, 3.70712], [-3.87700, 1.70501, 4.39562], [-5.04327, 2.12423, 3.77912], [-4.99000, 2.56308, 2.46405], [-3.78070, 2.58252, 1.78844], [1.45593, 0.29416, 0.96527], [2.56289, -3.07442, -1.80929], [1.85067, -4.03462, -1.08981], [2.17513, -5.38175, -1.17011], [3.22074, -5.80330, -1.98766], [3.92857, -4.86064, -2.71551], [3.60359, -3.50721, -2.62503], [2.55516, -0.75980, -2.81536], [1.65975, -0.71871, -3.88394], [1.95424, -0.01603, -5.04344], [3.15615, 0.67743, -5.15681], [4.05323, 0.65056, -4.09959], [3.75451, -0.06553, -2.94125], [4.01411, -1.33827, -0.45124], [2.60748, -1.94067, 0.42453], [4.57216, 0.99650, -0.16931], [4.09588, 3.20519, 0.99429], [1.84730, 3.46409, 2.13669], [0.01335, 2.06129, 3.29493], [-0.44673, 0.54518, 2.51889], [-0.36094, 3.97219, 3.43047], [0.02073, 6.37686, 3.28776], [-0.42831, 7.59593, 1.17282], [-1.29317, 6.33326, -0.78107], [-1.67751, 3.94730, -0.62869], [-1.77236, 1.36943, 4.20780], [-3.90115, 1.35487, 5.42082], [-5.98305, 2.11480, 4.31739], [-5.89218, 2.89844, 1.96433], [-3.74372, 2.94944, 0.76987], [1.02061, -3.68688, -0.48226], [1.60595, -6.11134, -0.60093], [3.47151, -6.85530, -2.06241], [4.73780, -5.17599, -3.36396], [4.16851, -2.78487, -3.20383], [0.71512, -1.23924, -3.76762], [1.24076, -0.00082, -5.86093], [3.38558, 1.23690, -6.05647], [4.98724, 1.19660, -4.16585], [4.46718, -0.06715, -2.12569], [2.72709, -4.02689, 2.65130], [2.49244, -2.59524, 3.08187], [1.22274, -2.11622, 2.56759], [0.20542, -2.93081, 2.16872], [-0.79629, -2.38987, 1.53716], [-1.94723, -3.21418, 1.19011], [-1.60694, -4.68625, 1.03260], [-0.83152, -5.13953, 2.25267], [0.31651, -4.27532, 2.45167], [1.51305, -4.83783, 3.05806], [3.63223, -4.43338, 3.10613], [2.83219, -4.07015, 1.56311], [3.27781, -1.93187, 2.71801], [2.50422, -2.54657, 4.17722], [1.23252, -1.21408, 2.05727], [-2.37276, -2.83674, 0.26035], [-2.72627, -3.10277, 1.95665], [-0.98927, -4.82709, 0.14029], [-2.51487, -5.28524, 0.92016], [-0.46152, -6.15590, 2.12079], [-1.48527, -5.14237, 3.13438], [1.60782, -5.86703, 2.70883], [1.43274, -4.87116, 4.15360], [-2.11183, -0.36183, -1.60049], [-1.58644, 1.39939, -1.25885], [0.04105, 1.84524, -2.01202], [-2.94727, 2.41271, -2.10611], [-2.63612, 3.25573, -3.17411], [-3.63428, 3.87002, -3.92899], [-4.96733, 3.65048, -3.62442], [-5.30026, 2.81176, -2.56926], [-4.29891, 2.19809, -1.82677], [-2.85821, -0.41812, -2.40346], [-2.56596, -0.79837, -0.69595], [-1.24516, -0.97832, -1.89760], [0.04780, 1.66647, -3.09564], [0.80331, 1.19457, -1.57042], [0.32887, 2.88558, -1.82461], [-1.59292, 3.44297, -3.41684], [-3.36743, 4.52116, -4.75451], [-5.74539, 4.12232, -4.21323], [-6.34141, 2.63174, -2.32938], [-4.57758, 1.52555, -1.01913]],
  "homo_ev": [-1.114, -1.944],
  "largest_force_ev_per_a": 0.69,
  "s2": 6.043,
  "mol_weight_g_mol": 799.89,
  "lumo_ha": [0.09338, 0.09340],
  "e_tot_ha": -3782.48869,
  "total_charge": -1,
  "multiplicity": 5,
  "orbital_gap_ev": [3.65, 4.49]
}